[1]
Formula: C27H54O17
Source: OMol25
Level of theory: ωB97M-V/def2-TZVPD

Output
* energy above the lowest of the compared OMol25 structures with the same formula, charge and spin: 187.8 kJ/mol
* LUMO level: 0.37 eV
* SMILES: COC(=O)OC.COC(=O)OC.COC(=O)OC.COC(=O)OC.CC(C)=O.CC(C)=O.CC(C)=O.CC(C)=O.CC(C)=O

The geometry in XYZ format:
```
98
C27H54O17 ωB97M-V/def2-TZVPD
O 32.671 -6.046 -7.775
O 23.466 -7.362 -4.178
O 25.471 -11.795 -10.958
O 30.747 -7.091 -13.193
O 24.205 -2.578 -5.254
O 33.580 -4.482 -9.250
O 22.584 -5.346 -3.972
O 30.479 -8.105 -11.114
O 29.597 -11.528 -9.312
O 30.282 -9.105 -4.757
O 30.340 -5.914 -3.603
O 27.797 -5.701 -7.259
O 28.703 -10.164 -3.902
O 31.794 -3.968 -8.115
O 30.774 -10.602 -3.106
O 29.881 -9.245 -12.937
O 21.590 -6.841 -5.357
C 26.673 -7.258 -5.707
C 34.649 -5.294 -9.573
C 31.423 -12.073 -10.710
C 28.108 -11.222 -3.184
C 24.437 -6.988 -3.262
C 27.638 -6.854 -6.825
C 29.967 -9.963 -3.814
C 31.740 -10.408 -8.763
C 31.621 -8.655 -4.905
C 28.682 -4.269 -3.442
C 25.875 -10.812 -8.817
C 28.609 -6.438 -2.025
C 25.165 -0.493 -5.934
C 21.660 -4.339 -4.311
C 25.135 -1.958 -5.774
C 29.284 -5.616 -3.078
C 26.330 -2.733 -6.249
C 22.478 -6.535 -4.585
C 30.381 -8.045 -12.517
C 28.470 -7.931 -7.576
C 30.745 -11.322 -9.601
C 32.664 -4.958 -8.373
C 31.028 -6.997 -10.396
C 26.148 -11.019 -10.305
C 27.271 -10.169 -10.942
C 30.675 -4.217 -7.284
C 29.990 -9.731 -14.263
H 31.775 -8.286 -5.919
H 29.315 -8.302 -6.996
H 28.093 -11.039 -2.109
H 23.993 -6.376 -2.478
H 27.664 -4.399 -3.808
H 29.853 -3.513 -7.407
H 32.502 -11.089 -8.382
H 27.288 -9.210 -10.425
H 26.777 -2.341 -7.163
H 27.177 -2.632 -5.570
H 29.302 -7.139 -1.560
H 29.269 -3.869 -4.268
H 32.104 -9.558 -9.341
H 25.209 -6.456 -3.819
H 30.760 -12.220 -11.563
H 30.349 -6.145 -10.433
H 27.315 -7.433 -4.844
H 30.882 -9.373 -14.777
H 24.231 -0.002 -5.660
H 27.708 -6.954 -2.358
H 24.982 -11.362 -8.519
H 28.764 -7.588 -8.567
H 32.019 -6.709 -10.748
H 28.157 -5.870 -1.211
H 35.369 -4.798 -10.224
H 29.825 -10.808 -14.259
H 24.874 -7.874 -2.801
H 27.053 -11.089 -3.420
H 29.070 -9.431 -14.765
H 25.362 -0.241 -6.976
H 27.113 -10.020 -12.011
H 28.528 -12.190 -3.460
H 25.997 -0.064 -5.377
H 34.379 -6.293 -9.915
H 21.781 -3.411 -3.751
H 26.031 -6.395 -5.527
H 31.020 -4.226 -6.250
H 28.229 -10.684 -10.871
H 21.635 -4.094 -5.373
H 26.118 -8.181 -5.879
H 27.857 -8.831 -7.621
H 26.207 -3.816 -6.248
H 32.349 -11.593 -11.024
H 30.200 -5.176 -7.489
H 20.635 -4.704 -4.245
H 25.540 -9.775 -8.801
H 26.718 -10.990 -8.150
H 31.081 -7.242 -9.335
H 35.259 -5.403 -8.676
H 31.652 -13.036 -10.254
H 31.667 -7.845 -4.177
H 28.778 -3.604 -2.584
H 32.286 -9.456 -4.582
H 31.184 -9.967 -7.935
```

[2]
Formula: C25H21ClN2O2Pt
Source: OMol25
Level of theory: ωB97M-V/def2-TZVPD

Output
* spin multiplicity: 3
* charge: -2
* <S²>: 2.010
* LUMO level (spin up / spin down): 4.05 / 4.05 eV

The geometry in XYZ format:
```
52
C25H21ClN2O2Pt ωB97M-V/def2-TZVPD
Pt 0.104 0.049 -0.177
Cl 0.650 -1.749 1.194
O 0.939 -1.101 -3.145
O 2.986 1.967 -0.440
N 3.126 -0.266 -3.068
N 1.756 0.181 -1.343
C -3.351 -3.728 -1.683
C 5.969 -1.333 0.559
C -0.534 2.258 -0.498
C -1.604 1.445 0.059
C -5.001 -2.463 -0.665
C 5.388 2.827 -4.754
C 6.212 3.649 -3.976
C 6.902 -2.028 -0.210
C -1.159 0.996 1.377
C 4.710 1.590 -2.783
C -4.838 -1.983 -2.003
C 0.482 2.388 0.502
C 4.925 -0.488 -1.448
C 3.940 0.456 -2.135
C -4.083 -3.542 -0.467
C 4.633 1.801 -4.157
C 2.871 0.973 -1.162
C 6.823 -1.987 -1.614
C 5.830 -1.216 -2.236
C -3.818 -2.764 -2.632
C 1.834 -0.503 -2.580
C 0.130 1.603 1.631
C 5.518 2.420 -1.996
C 6.275 3.435 -2.594
C 4.962 -0.584 -0.062
H -1.726 0.376 2.061
H 7.682 -2.621 0.272
H 3.482 -0.928 -3.751
H 3.981 1.158 -4.760
H -3.475 -2.660 -3.660
H -2.589 -4.485 -1.861
H -3.977 -4.132 0.441
H 6.906 4.063 -1.963
H 5.313 2.967 -5.835
H -2.548 1.189 -0.417
H -5.717 -2.089 0.065
H 5.987 -1.345 1.651
H 5.775 -1.144 -3.330
H 1.361 3.005 0.422
H 7.530 -2.536 -2.242
H 0.724 1.466 2.526
H 5.544 2.259 -0.913
H -0.547 2.743 -1.468
H 4.228 -0.042 0.540
H -5.409 -1.181 -2.468
H 6.794 4.450 -4.439
```

[3]
Formula: C33H26Cl4O2Sb2Sn
Source: OMol25
Level of theory: ωB97M-V/def2-TZVPD

Output
* energy above the lowest of the compared OMol25 structures with the same formula, charge and spin: 157.8 kJ/mol
* charge: +2
* LUMO level (spin up / spin down): -7.72 / -8.36 eV

The geometry in XYZ format:
```
68
C33H26Cl4O2Sb2Sn ωB97M-V/def2-TZVPD
Sb 0.849 -0.523 1.761
Sb -0.987 2.096 -1.815
Sn 0.281 -0.914 -1.020
Cl 5.194 -1.548 -1.946
Cl 3.743 -6.759 -1.773
Cl 0.769 -5.934 -1.157
Cl 5.920 -4.604 -2.154
O 0.483 -3.002 -0.990
O 2.328 -1.163 -1.372
C 3.857 -0.204 1.954
C -1.913 3.815 -4.117
C -1.703 -1.738 5.057
C -3.995 1.905 -1.607
C -1.977 4.956 -4.903
C -1.057 2.882 0.188
C 0.397 1.559 1.848
C -5.401 0.082 -2.305
C -1.153 6.039 -4.624
C -0.557 -1.492 2.965
C -4.288 -0.624 -2.739
C -2.876 1.188 -2.027
C 4.331 -4.117 -1.828
C 2.933 -1.797 3.536
C 1.677 -3.415 -1.265
C 4.026 -2.779 -1.739
C -2.416 -2.808 4.530
C 2.699 -2.398 -1.462
C 2.008 -4.778 -1.380
C -5.257 1.345 -1.745
C 5.126 -0.452 2.455
C -0.181 4.863 -2.768
C 2.768 -0.874 2.508
C -2.199 -3.224 3.225
C -1.266 -2.567 2.434
C 3.311 -5.127 -1.649
C -1.021 1.863 1.329
C -0.768 -1.074 4.278
C -1.029 3.789 -3.040
C -0.258 5.996 -3.562
C 4.210 -2.036 4.027
C 5.299 -1.364 3.488
C -3.022 -0.072 -2.601
H -1.873 -1.422 6.078
H -6.127 1.898 -1.420
H 1.166 2.064 1.259
H -1.605 2.269 2.156
H -1.205 6.924 -5.245
H 2.084 -2.321 3.959
H -2.161 -0.620 -2.968
H -2.558 2.972 -4.332
H -0.211 -0.245 4.699
H -0.263 3.623 0.281
H -2.669 4.997 -5.733
H -1.088 -2.912 1.421
H -4.404 -1.599 -3.193
H 0.525 4.832 -1.947
H -1.566 0.954 1.041
H -2.004 3.427 0.178
H 3.731 0.500 1.139
H -6.387 -0.348 -2.414
H -3.902 2.900 -1.186
H 0.382 6.843 -3.355
H 0.526 1.891 2.877
H -2.751 -4.062 2.821
H -3.142 -3.323 5.145
H 6.291 -1.553 3.876
H 5.979 0.066 2.038
H 4.351 -2.746 4.831
```

[4]
Formula: C29H22AsBrN2O2STi
Source: OMol25
Level of theory: ωB97M-V/def2-TZVPD

Output
* spin multiplicity: 2
* energy above the lowest of the compared OMol25 structures with the same formula, charge and spin: 57.4 kJ/mol
* charge: +1
* <S²>: 0.756
* LUMO level (spin up / spin down): -3.36 / -3.63 eV

The geometry in XYZ format:
```
59
C29H22AsBrN2O2STi ωB97M-V/def2-TZVPD
Br 5.383 0.089 2.623
As -1.583 -1.036 -2.558
Ti 0.352 -1.050 -0.038
S 1.570 -2.142 -1.652
O 0.410 0.751 0.367
O 0.425 2.856 -0.392
N 1.090 -1.889 1.774
N 3.557 3.746 2.270
C 3.051 1.146 1.388
C 1.977 -3.738 2.981
C -1.805 -1.498 -0.581
C 1.377 -0.519 -2.378
C 0.938 -1.214 2.920
C 1.816 -3.040 4.168
C 2.491 3.465 1.528
C 4.166 1.438 2.148
C -2.412 -2.445 2.013
C 1.608 -3.126 1.798
C -4.094 0.077 -3.157
C 4.377 2.746 2.571
C -2.323 -0.640 0.408
C 2.539 0.206 -2.664
C -2.883 0.394 -2.551
C 2.186 2.184 1.074
C 1.293 -1.757 4.142
C -2.712 1.654 -1.969
C -5.135 1.001 -3.167
C -1.891 -3.309 1.064
C -3.749 2.571 -1.985
C 2.453 1.430 -3.292
C -4.962 2.242 -2.581
C 0.949 2.003 0.265
C 1.209 1.949 -3.630
C -1.559 -2.829 -0.202
C 0.114 0.019 -2.660
C 0.056 1.261 -3.307
C -2.609 -1.107 1.684
H -5.769 2.963 -2.594
H 2.392 -4.735 2.954
H -3.610 3.546 -1.538
H -6.075 0.751 -3.641
H -2.675 -2.807 2.997
H 1.829 4.285 1.280
H 0.529 -0.212 2.842
H -0.896 1.691 -3.579
H 5.248 2.983 3.170
H -1.739 -4.357 1.287
H 1.135 2.899 -4.141
H 3.502 -0.217 -2.411
H 2.891 0.134 1.041
H -4.245 -0.887 -3.630
H 3.354 1.979 -3.530
H -3.028 -0.421 2.409
H -1.768 1.935 -1.514
H 2.102 -3.491 5.108
H 1.160 -1.171 5.039
H 1.727 -3.624 0.843
H -1.177 -3.517 -0.954
H -2.555 0.383 0.141
```

[5]
Formula: C15H17NNiS2
Source: OMol25
Level of theory: ωB97M-V/def2-TZVPD

Output
* spin multiplicity: 3
* energy above the lowest of the compared OMol25 structures with the same formula, charge and spin: 0.0 kJ/mol
* <S²>: 2.015
* LUMO level (spin up / spin down): 0.53 / -0.14 eV

The geometry in XYZ format:
```
36
C15H17NNiS2 ωB97M-V/def2-TZVPD
Ni 1.111 -0.791 -0.530
S 0.369 -2.577 2.886
S 1.248 -2.824 0.013
N 0.632 -0.555 1.293
C 1.626 -0.447 -2.169
C -0.279 -0.610 4.814
C 0.007 1.359 2.791
C 0.740 -1.901 1.312
C -0.477 0.746 5.099
C -1.031 -0.945 -1.402
C -0.492 -1.749 -2.584
C 1.439 0.713 -1.351
C 0.072 -0.974 3.517
C -0.348 1.719 4.091
C 0.236 0.003 2.509
C 0.482 1.857 -1.606
C 0.677 -0.949 -3.229
C -0.843 1.520 -2.296
C -1.615 0.282 -1.789
H 2.356 1.077 -0.856
H -1.514 2.385 -2.202
H 0.265 2.325 -0.636
H 0.115 2.086 1.984
H 0.288 -0.141 -3.857
H 0.975 2.640 -2.205
H 1.243 -1.616 -3.897
H 2.669 -0.765 -2.307
H -1.268 -1.938 -3.342
H -2.479 0.466 -1.127
H -1.528 -1.553 -0.640
H -0.528 2.767 4.335
H -0.675 1.416 -3.377
H -2.240 0.036 -2.682
H -0.384 -1.392 5.562
H -0.736 1.050 6.112
H -0.115 -2.719 -2.237
```

[6]
Formula: C21H43AlN2OP3
Source: OMol25
Level of theory: ωB97M-V/def2-TZVPD

Output
* charge: +3
* LUMO level: -8.76 eV

The geometry in XYZ format:
```
71
C21H43AlN2OP3 ωB97M-V/def2-TZVPD
P 0.644 2.430 -0.985
P -1.343 -1.422 -0.824
P 2.324 -1.049 1.818
Al -1.386 1.266 -1.452
O -2.171 0.886 -3.024
N -2.548 1.564 0.079
N -3.409 1.166 2.065
C 1.194 -1.925 2.921
C -1.217 -1.662 -6.140
C -0.205 -1.106 -5.367
C -1.676 -2.336 0.724
C 1.370 3.266 0.495
C -0.483 -0.081 -4.455
C 3.540 -2.221 1.178
C -2.636 -2.242 -1.811
C -2.545 -1.246 -5.951
C -2.015 3.299 -4.416
C 2.985 0.377 2.678
C -1.844 0.071 -4.063
C -1.119 2.057 2.168
C -3.862 1.091 -0.090
C -1.067 2.606 -5.059
C -4.395 0.865 1.128
C 0.712 3.762 -2.227
C -2.325 1.602 1.416
C 0.190 -2.221 -1.392
C 2.175 1.501 -1.451
C -2.864 -0.622 -4.741
H 3.764 0.070 3.394
H -3.538 -1.622 -1.788
H 2.244 3.897 0.260
H 2.218 1.339 -2.530
H -1.340 1.851 -5.793
H -4.282 0.995 -1.073
H 0.167 -1.606 2.682
H -0.261 1.401 1.942
H 0.834 -1.399 -5.529
H 1.388 -1.689 3.983
H 0.697 -2.790 -0.594
H -0.258 4.266 -2.298
H 0.268 0.613 -4.081
H -2.345 -2.361 -2.859
H -0.948 -2.399 -6.907
H 3.001 -3.013 0.629
H -0.770 -2.612 1.271
H 0.646 3.916 0.988
H -3.877 -0.646 -4.276
H 1.286 -3.013 2.778
H 0.014 2.826 -4.937
H -3.027 2.891 -4.362
H -1.318 1.991 3.259
H -2.896 -3.229 -1.401
H -3.508 1.255 3.083
H 0.933 3.363 -3.223
H 1.553 -0.764 0.651
H 1.458 4.524 -1.971
H -3.280 -1.493 -6.724
H -1.811 4.293 -3.986
H -2.329 -1.748 1.379
H 0.925 -1.491 -1.766
H 3.089 2.041 -1.147
H -2.181 -3.288 0.511
H -0.890 3.098 1.903
H 3.443 1.096 1.989
H 2.203 0.908 3.248
H 1.711 2.558 1.254
H -5.347 0.482 1.429
H -0.015 -2.925 -2.209
H 2.185 0.510 -0.990
H 4.205 -1.705 0.466
H 4.161 -2.687 1.959
```

[7]
Formula: C6H4Cl3FO2S
Source: OMol25
Level of theory: ωB97M-V/def2-TZVPD

Output
* spin multiplicity: 3
* <S²>: 2.009
* LUMO level (spin up / spin down): 0.11 / -3.35 eV

The geometry in XYZ format:
```
17
C6H4Cl3FO2S ωB97M-V/def2-TZVPD
Cl 4.161 1.408 0.135
Cl 3.735 -1.836 -1.473
Cl 2.216 3.888 0.123
S 2.928 -1.548 0.416
F -0.564 3.141 -0.305
O 3.987 -1.252 1.337
O 2.139 -2.719 0.625
C 1.563 2.203 0.030
C 1.946 -0.072 0.216
C 2.485 1.131 0.111
C -0.393 0.756 -0.311
C 0.253 2.054 -0.104
C 0.563 -0.407 0.211
H -0.548 0.787 -1.391
H 0.456 -1.293 -0.404
H 0.452 -0.813 1.263
H -1.276 0.694 0.164
```

[8]
Formula: C16H22BrN2O19PS6
Source: OMol25
Level of theory: ωB97M-V/def2-TZVPD

Output
* LUMO level: -0.97 eV

The geometry in XYZ format:
```
67
C16H22BrN2O19PS6 ωB97M-V/def2-TZVPD
Br -3.144 5.639 -9.589
S 1.463 4.630 -4.522
S 3.325 -0.378 6.887
S -0.576 -0.441 2.606
S -3.240 4.517 -5.162
S -3.943 -4.901 6.456
S 0.189 -0.478 -1.859
P 1.475 3.056 -5.639
O -3.755 -3.369 6.005
O 0.508 -0.994 3.658
O -3.315 -5.091 7.713
O -5.416 4.111 -9.466
O -0.946 0.919 3.376
O -5.291 -5.271 6.217
O 1.058 -0.191 -0.546
O 2.000 -0.717 7.275
O -3.018 -5.570 5.321
O 0.454 0.550 -2.805
O 4.180 -0.100 8.216
O 3.606 0.645 5.948
O -1.702 -1.307 2.633
O 4.071 -1.724 6.430
O 1.816 1.691 -4.872
O 0.094 -0.103 1.394
O -1.128 -0.823 -1.469
O 2.700 3.224 -6.735
O 0.940 -1.818 -2.334
N -1.644 4.146 -5.050
N -3.546 3.945 -6.640
C -1.109 2.225 -8.775
C -2.325 2.748 -8.412
C -2.766 -4.609 4.289
C 0.023 2.336 -7.855
C -1.326 3.533 -6.173
C 2.119 -2.011 -1.549
C -3.509 2.619 -9.392
C 1.809 -1.363 -0.217
C -2.732 -3.277 5.005
C 0.892 0.071 4.546
C 4.917 -1.280 8.561
C 5.239 -1.931 7.233
C -0.352 0.919 4.682
C -4.235 3.988 -9.464
C -0.068 2.967 -6.639
C -2.439 3.398 -7.134
H 2.290 3.761 -7.433
H 2.342 -3.071 -1.453
H 0.964 1.888 -8.195
H -1.040 1.752 -9.758
H -4.197 1.814 -9.088
H 5.450 -2.993 7.333
H -1.064 0.472 5.380
H -3.093 2.437 -10.401
H 1.703 0.629 4.075
H -2.927 -2.445 4.335
H -3.590 -4.654 3.574
H 2.706 -1.098 0.336
H -1.832 -4.831 3.777
H 1.315 1.621 -4.034
H 6.082 -1.439 6.742
H 2.950 -1.510 -2.051
H -1.775 -3.122 5.509
H 4.271 -1.917 9.169
H 5.808 -1.023 9.127
H 1.179 -2.006 0.400
H 1.233 -0.327 5.504
H -0.127 1.935 4.997
```